Run one
{
  "formula": "C2H3N3O",
  "method": "the ωB97M-V functional and the def2-TZVPD basis",
  "species": ["N", "C", "C", "N", "N", "O", "H", "H", "H"],
  "coordinates": [[0.949, 0.540, -1.199], [0.294, 0.479, -0.002], [-0.569, -0.691, 0.217], [-1.186, -0.676, 1.369], [-1.676, -0.588, 2.381], [0.403, 1.358, 0.840], [1.588, 1.312, -1.300], [0.976, -0.206, -1.873], [-0.779, -1.529, -0.434]],
  "spin_multiplicity": 1,
  "gap_ev": 9.678
}

Run two
{
  "formula": "C2H3N3O",
  "method": "the ωB97M-V functional and the def2-TZVPD basis",
  "species": ["C", "C", "H", "H", "H", "N", "N", "N", "O"],
  "coordinates": [[0.823, -0.382, -0.695], [-0.955, 0.743, -0.718], [0.063, -0.022, 2.254], [1.554, -1.230, -0.909], [-1.899, 0.914, -1.244], [0.442, -0.118, 0.460], [-0.079, 0.134, -1.479], [-0.638, 0.697, 0.611], [0.688, -0.737, 1.718]],
  "spin_multiplicity": 1,
  "gap_ev": 11.176
}

Which one sits at the top of the stability order? run one does.

Run one
{
  "formula": "C2H3N3O",
  "method": "the ωB97M-V functional and the def2-TZVPD basis",
  "species": ["O", "C", "N", "N", "C", "N", "H", "H", "H"],
  "coordinates": [[-1.674, -0.320, 1.427], [-0.553, -0.232, 0.676], [0.722, -0.023, 0.994], [1.300, 0.176, -0.432], [0.254, 0.046, -1.235], [-0.853, -0.275, -0.642], [-1.596, -0.262, 2.386], [2.136, 0.610, -0.885], [0.263, 0.279, -2.289]],
  "spin_multiplicity": 1,
  "gap_ev": 10.813
}

Run two
{
  "formula": "C2H3N3O",
  "method": "the ωB97M-V functional and the def2-TZVPD basis",
  "species": ["N", "C", "C", "N", "N", "O", "H", "H", "H"],
  "coordinates": [[0.421, -1.073, 1.052], [0.336, 0.220, 0.616], [0.150, 0.318, -0.870], [-0.880, 0.960, -1.322], [-1.818, 1.469, -1.710], [0.428, 1.180, 1.355], [0.451, -1.215, 2.052], [0.038, -1.812, 0.484], [0.897, 0.021, -1.592]],
  "spin_multiplicity": 1,
  "gap_ev": 9.499
}

Which one sits at the top of the stability order? run one does.

Run one
{
  "formula": "C2H3N3O",
  "method": "the ωB97M-V functional and the def2-TZVPD basis",
  "species": ["N", "C", "C", "N", "N", "O", "H", "H", "H"],
  "coordinates": [[-1.548, -0.103, -0.126], [-0.310, -0.660, 0.023], [0.794, 0.241, -0.454], [1.714, 0.587, 0.389], [2.483, 0.936, 1.149], [-0.131, -1.774, 0.472], [-2.329, -0.613, 0.260], [-1.636, 0.896, -0.221], [0.963, 0.490, -1.492]],
  "spin_multiplicity": 1,
  "gap_ev": 9.491
}

Run two
{
  "formula": "C2H3N3O",
  "method": "the ωB97M-V functional and the def2-TZVPD basis",
  "species": ["C", "N", "C", "O", "N", "N", "H", "H", "H"],
  "coordinates": [[-0.267, -0.301, -0.004], [-0.683, -1.472, -0.504], [0.998, 1.227, 0.344], [-0.179, 1.642, 0.881], [-1.044, 0.568, 0.684], [1.066, -0.069, 0.066], [-1.664, -1.565, -0.731], [-0.049, -1.955, -1.126], [1.820, 1.924, 0.389]],
  "spin_multiplicity": 1,
  "gap_ev": 10.063
}

Which one sits at the top of the stability order? run one does.

Run one
{
  "formula": "C2H3N3O",
  "method": "the ωB97M-V functional and the def2-TZVPD basis",
  "species": ["C", "C", "H", "H", "H", "N", "N", "N", "O"],
  "coordinates": [[0.175, -0.295, -0.570], [-0.565, -0.812, 0.559], [1.160, -0.500, -2.189], [-0.887, -1.843, 0.782], [0.031, 2.120, 1.241], [-0.688, 0.179, 1.407], [-0.145, 1.208, 0.798], [0.417, 0.965, -0.395], [0.503, -1.022, -1.633]],
  "spin_multiplicity": 1,
  "gap_ev": 10.173
}

Run two
{
  "formula": "C2H3N3O",
  "method": "the ωB97M-V functional and the def2-TZVPD basis",
  "species": ["C", "C", "H", "H", "H", "N", "N", "N", "O"],
  "coordinates": [[-0.091, -0.046, 0.130], [0.266, -0.527, -0.975], [-0.272, 0.158, 2.110], [-0.877, -1.315, 1.619], [-0.055, -1.418, -1.422], [-0.837, -0.421, 1.310], [0.698, 0.578, -1.778], [0.881, 1.699, -1.053], [0.286, 1.292, 0.059]],
  "spin_multiplicity": 1,
  "gap_ev": 10.499
}

Which one sits at the top of the stability order? run one does.

Run one
{
  "formula": "C2H2O2",
  "method": "the ωB97M-V functional and the def2-TZVPD basis",
  "species": ["C", "C", "H", "H", "O", "O"],
  "coordinates": [[0.731, 0.496, 0.012], [-0.765, 0.510, -0.022], [1.310, 1.405, 0.234], [-1.322, 1.483, -0.189], [1.300, -0.538, -0.034], [-1.273, -0.577, 0.035]],
  "spin_multiplicity": 1,
  "gap_ev": 9.385
}

Run two
{
  "formula": "C2H2O2",
  "method": "the ωB97M-V functional and the def2-TZVPD basis",
  "species": ["C", "C", "O", "O", "H", "H"],
  "coordinates": [[-0.115, -0.349, -0.079], [-0.963, -1.288, -1.354], [0.235, -1.466, -0.721], [-1.500, -0.382, -0.520], [0.275, -0.305, 0.853], [0.195, 0.388, -0.810]],
  "spin_multiplicity": 1,
  "gap_ev": 10.555
}

Run three
{
  "formula": "C2H2O2",
  "method": "the ωB97M-V functional and the def2-TZVPD basis",
  "species": ["C", "C", "O", "O", "H", "H"],
  "coordinates": [[1.498, -0.212, 0.236], [0.431, -0.633, -0.035], [-1.657, 0.642, 0.007], [-1.261, -0.645, 0.141], [2.490, -0.120, 0.464], [-1.501, 0.970, -0.813]],
  "spin_multiplicity": 1,
  "gap_ev": 10.338
}

Which one sits at the top of the stability order? run one does.

Run one
{
  "formula": "C7H14O3",
  "method": "the ωB97M-V functional and the def2-TZVPD basis",
  "species": ["C", "C", "C", "C", "C", "C", "C", "O", "O", "O", "H", "H", "H", "H", "H", "H", "H", "H", "H", "H", "H", "H", "H", "H"],
  "coordinates": [[0.261, 0.407, 0.485], [-2.302, 0.886, 0.607], [-1.053, -1.435, 0.900], [-1.276, -0.429, -1.280], [3.105, 0.647, -1.054], [-1.142, -0.109, 0.203], [3.015, 0.627, 0.474], [0.383, 1.425, 1.252], [3.460, -0.621, 0.746], [2.811, 1.399, 1.406], [-3.045, 0.194, 0.793], [-2.075, 1.451, 1.586], [-2.453, 1.671, -0.243], [-1.794, -2.105, 0.625], [-1.356, -1.232, 1.935], [-0.146, -2.040, 0.784], [-0.959, 0.268, -1.938], [-0.714, -1.360, -1.655], [-2.236, -0.567, -1.653], [2.765, 1.537, -1.455], [4.098, 0.620, -1.303], [2.635, -0.181, -1.394], [3.676, -0.622, 1.664], [1.273, 1.693, 1.495]],
  "spin_multiplicity": 1,
  "gap_ev": 8.467
}

Run two
{
  "formula": "C7H14O3",
  "method": "the ωB97M-V functional and the def2-TZVPD basis",
  "species": ["O", "C", "C", "C", "C", "C", "C", "C", "H", "H", "H", "H", "H", "H", "H", "H", "H", "H", "H", "H", "O", "H", "H", "O"],
  "coordinates": [[1.215, -1.774, 1.316], [0.046, -1.578, 1.079], [-0.544, -1.642, -0.265], [-1.756, -0.653, -0.094], [-1.337, 0.652, 0.475], [-1.684, 1.145, 1.656], [0.454, 2.240, -0.057], [-0.714, 1.682, -0.450], [-0.754, -1.414, 1.832], [0.058, -1.247, -1.047], [-0.908, -2.577, -0.638], [-2.523, -1.141, 0.589], [-2.281, -0.505, -1.009], [-2.238, 0.617, 2.438], [-1.472, 2.100, 2.157], [0.933, 3.123, -0.331], [0.929, 1.716, 0.836], [-1.088, 1.708, -1.503], [2.177, -1.164, -0.566], [3.377, -1.322, 0.509], [3.171, -0.948, -0.466], [0.912, 0.643, -1.856], [2.478, 0.214, -2.189], [1.548, 0.125, -2.415]],
  "spin_multiplicity": 1,
  "gap_ev": 10.114
}

Which one sits at the top of the stability order? run two does.

Run one
{
  "formula": "C7H14O3",
  "method": "the ωB97M-V functional and the def2-TZVPD basis",
  "species": ["C", "C", "C", "C", "C", "C", "O", "C", "O", "H", "H", "H", "H", "H", "H", "H", "H", "H", "H", "H", "H", "H", "O", "H"],
  "coordinates": [[-3.335, 4.436, -1.223], [-2.741, 3.687, -0.026], [-1.905, 4.626, 0.840], [-3.836, 2.940, 0.732], [-4.424, 1.744, 0.010], [-3.414, 0.619, -0.170], [-3.303, -0.038, -1.179], [-3.927, 2.952, 2.213], [-4.790, 3.749, 1.410], [-2.536, 4.916, -1.804], [-3.877, 3.770, -1.907], [-4.033, 5.212, -0.878], [-2.066, 2.908, -0.418], [-2.537, 5.380, 1.333], [-1.345, 4.080, 1.611], [-1.172, 5.155, 0.216], [-5.241, 1.324, 0.619], [-4.840, 2.012, -0.970], [-2.849, 0.341, 0.749], [-4.415, 2.116, 2.723], [-3.209, 3.516, 2.811], [0.206, 3.052, -1.178], [0.146, 2.136, -1.509], [0.833, 2.067, -2.177]],
  "spin_multiplicity": 1,
  "gap_ev": 10.394
}

Run two
{
  "formula": "C7H14O3",
  "method": "the ωB97M-V functional and the def2-TZVPD basis",
  "species": ["C", "C", "C", "C", "C", "C", "C", "O", "O", "O", "H", "H", "H", "H", "H", "H", "H", "H", "H", "H", "H", "H", "H", "H"],
  "coordinates": [[-0.087, 0.383, -0.346], [-0.050, 0.174, 1.071], [-1.941, -0.631, 1.205], [-0.376, 1.826, -0.724], [-0.525, -0.584, -1.413], [1.867, 0.154, -0.278], [2.696, 1.154, -0.568], [0.572, -0.775, 1.841], [2.304, -1.136, -0.240], [-1.548, -2.014, 1.029], [0.118, -1.639, 1.638], [1.607, -1.681, 0.173], [-2.192, -2.590, 1.469], [-0.168, 1.074, 1.671], [-2.745, -0.357, 0.520], [-2.242, -0.448, 2.240], [-0.030, 2.546, 0.020], [0.104, 2.080, -1.672], [-1.457, 1.957, -0.826], [-0.763, -0.096, -2.361], [0.186, -1.353, -1.713], [-1.425, -1.185, -1.284], [3.752, 0.972, -0.755], [2.345, 2.170, -0.696]],
  "spin_multiplicity": 1,
  "gap_ev": 8.616
}

Which one sits at the top of the stability order? run one does.